# 1
{
  "formula": "H34O17",
  "method": "wB97M-V/def2-TZVPD",
  "gap_ev": 10.13,
  "homo_energy_ev": -10.60,
  "energy_ha": -1299.2933,
  "species": ["O", "H", "H", "O", "H", "H", "O", "H", "H", "O", "H", "H", "O", "H", "H", "O", "H", "H", "O", "H", "H", "O", "H", "H", "O", "H", "H", "O", "H", "H", "O", "H", "H", "O", "H", "H", "O", "H", "H", "O", "H", "H", "O", "H", "H", "O", "H", "H", "O", "H", "H"],
  "xyz": [[-1.683095, -1.926036, -1.335298], [-1.401194, -1.453658, -0.572306], [-1.269993, -1.565348, -2.085384], [2.275498, -4.362122, 3.168141], [1.877115, -5.083949, 2.948836], [2.063758, -4.173461, 4.000822], [1.749444, -0.409464, -1.349493], [2.311982, -1.221006, -1.280017], [2.158624, 0.198348, -0.809469], [1.102207, 1.681600, 0.522787], [1.415335, 2.228090, -0.165346], [0.117399, 1.953516, 0.642530], [-0.604050, -2.798454, 4.467784], [-0.183814, -2.138454, 3.858982], [-1.074083, -3.399752, 4.001710], [-2.499994, 0.404176, -3.777419], [-2.338538, 1.102843, -4.223585], [-3.377615, 0.535446, -3.708184], [0.367179, 5.301438, -1.035139], [0.467897, 4.982588, -1.902835], [-0.382573, 5.912236, -0.865173], [3.251314, -2.002037, -3.774658], [2.643819, -2.280129, -4.504656], [2.561110, -1.522489, -3.287058], [0.028692, -0.958944, 1.389733], [0.770224, -0.706115, 0.781531], [-0.704372, -0.515493, 1.040627], [4.756879, -1.604145, -0.945389], [4.555635, -2.480443, -0.839290], [5.131825, -1.442990, -1.762747], [-4.611264, -1.668808, 1.119963], [-3.941692, -1.064174, 1.108859], [-4.575250, -2.441757, 0.570590], [-2.464838, 1.918562, -1.376149], [-2.148281, 2.831782, -1.386401], [-3.444142, 1.785325, -1.415391], [0.268747, -4.760468, 1.576605], [0.354564, -4.286091, 2.413917], [0.553738, -4.026323, 1.004550], [3.268679, 3.007369, 2.953957], [2.374520, 2.591070, 3.041861], [2.864628, 3.893276, 2.805925], [-2.927013, 0.111085, 0.209375], [-2.682731, 0.344455, -0.650337], [-3.003208, 0.741344, 0.831283], [-0.750901, 2.956396, 2.807066], [-1.043900, 3.364923, 3.684372], [-0.797760, 1.895462, 2.953955], [-0.727949, 3.805372, -3.614202], [0.123325, 3.827556, -4.011184], [-0.775902, 2.917849, -3.228642]],
  "forces_ev_per_a": [[-1.392, -1.550, 0.408], [0.493, 0.477, 0.755], [0.924, 0.900, -1.366], [5.353, 5.817, -2.658], [-3.596, -7.036, -2.317], [-1.193, 1.284, 5.425], [-0.915, -3.509, -1.941], [-0.448, 1.069, 0.050], [1.493, 2.217, 1.976], [-3.096, -0.401, 1.535], [0.502, 1.284, -1.154], [2.667, -0.546, -0.321], [3.162, 3.794, 1.938], [-0.815, -1.107, 0.502], [-2.345, -2.668, -2.607], [2.112, -7.463, 3.843], [3.018, 7.600, -5.100], [-5.113, -0.348, 0.965], [-0.202, 0.838, 2.857], [-0.718, -0.048, -1.797], [0.809, -0.848, -1.022], [-1.858, -0.080, -0.843], [1.245, -0.122, 0.382], [0.611, 0.311, 0.445], [2.591, -0.885, 0.192], [-0.899, -0.191, 0.726], [-1.906, 1.083, -0.764], [-0.730, 3.246, 2.559], [-0.501, -3.414, 0.072], [1.070, 0.110, -2.661], [-4.373, -2.241, 1.624], [3.004, 1.507, -1.166], [0.907, 0.120, -0.447], [-0.319, 0.186, -0.475], [-0.914, -0.033, 0.007], [1.271, 1.265, -0.052], [-0.226, 0.795, -0.287], [-0.172, -0.234, 0.099], [-0.204, -0.543, -0.234], [-2.443, 0.792, 0.002], [1.216, -0.533, -0.076], [1.186, -0.257, -0.012], [-0.096, -5.400, -0.103], [0.852, 1.019, -1.372], [-0.130, 4.065, 2.433], [-0.687, -2.938, 1.958], [0.562, -1.098, -1.761], [0.175, 3.899, -0.188], [-1.014, -0.396, 0.813], [1.159, 0.090, -0.754], [-0.076, 0.124, -0.087]],
  "nbo_charge": [-0.94, 0.47, 0.47, -0.91, 0.46, 0.46, -0.96, 0.48, 0.48, -0.96, 0.47, 0.49, -0.95, 0.49, 0.47, -0.89, 0.44, 0.45, -0.97, 0.48, 0.49, -0.94, 0.47, 0.47, -0.97, 0.50, 0.46, -0.94, 0.47, 0.48, -0.98, 0.48, 0.48, -0.99, 0.50, 0.50, -0.95, 0.46, 0.47, -0.93, 0.47, 0.46, -0.98, 0.51, 0.47, -0.97, 0.49, 0.48, -0.95, 0.47, 0.48]
}

---

# 2
{
  "formula": "C42H41Cl5N6O9S4Sc",
  "method": "wB97M-V/def2-TZVPD",
  "gap_ev": 8.45,
  "total_charge": 1,
  "homo_energy_ev": -10.86,
  "energy_ha": -7284.9686,
  "species": ["Sc", "Cl", "C", "C", "C", "Cl", "C", "Cl", "C", "Cl", "C", "Cl", "O", "S", "C", "C", "C", "C", "S", "O", "C", "C", "C", "C", "C", "C", "C", "C", "C", "C", "C", "C", "H", "H", "H", "H", "H", "H", "H", "H", "H", "H", "H", "H", "H", "H", "H", "H", "H", "H", "C", "C", "S", "O", "O", "C", "C", "N", "C", "N", "C", "C", "N", "O", "O", "C", "H", "H", "H", "H", "H", "H", "H", "H", "H", "H", "H", "H", "H", "N", "C", "C", "C", "C", "C", "N", "H", "H", "H", "H", "H", "H", "O", "S", "O", "N", "C", "O", "C", "C", "C", "C", "C", "C", "H", "H", "H", "H"],
  "xyz": [[-0.382461, -0.605048, 1.155817], [-3.426047, -2.418132, 0.787573], [-2.689033, -2.625373, 2.362293], [-1.472471, -2.003974, 2.608687], [-0.950275, -2.237991, 3.871001], [0.609888, -1.530917, 4.242560], [-1.566832, -3.009570, 4.851013], [-0.846199, -3.241717, 6.392928], [-2.795040, -3.599079, 4.555384], [-3.596506, -4.555308, 5.732218], [-3.364018, -3.410499, 3.296063], [-4.873884, -4.142642, 2.924050], [1.699942, -0.542574, 1.386386], [3.004648, -0.229533, 0.652037], [4.106062, 0.229757, 2.013017], [3.805491, 1.520997, 2.774953], [2.482870, 1.514342, 3.569303], [1.462688, 2.539183, 3.066666], [-0.199051, 2.013403, 3.527944], [-0.558593, 1.027307, 2.428847], [-1.115614, 3.473842, 3.131613], [-1.426374, 4.330438, 4.179824], [-2.145917, 5.483017, 3.903315], [-2.556591, 5.748469, 2.601931], [-2.249665, 4.872728, 1.567973], [-1.521709, 3.722542, 1.829907], [2.866026, 1.369576, -0.144701], [1.712229, 1.685078, -0.747453], [1.247888, 2.796749, -2.937201], [3.433086, 2.708972, -2.789289], [4.433766, 2.407551, -1.715463], [4.172723, 1.937352, -0.495770], [5.109979, 0.230999, 1.586894], [4.036853, -0.645687, 2.663408], [3.833357, 2.371602, 2.091235], [4.642453, 1.663453, 3.460845], [2.679618, 1.710309, 4.623556], [2.041582, 0.522260, 3.516926], [1.439648, 2.634085, 1.976295], [1.611792, 3.528321, 3.502837], [-1.125705, 4.095822, 5.194250], [-2.398883, 6.164038, 4.704398], [-3.126599, 6.644459, 2.393414], [-2.564817, 5.080315, 0.552603], [-1.250741, 3.038874, 1.035590], [-0.134298, 1.045111, -1.263633], [0.345498, 3.079162, -3.461196], [3.967629, 3.108027, -3.648163], [5.448573, 2.738599, -1.910837], [4.986545, 1.881218, 0.215749], [3.987481, -4.452358, -4.902450], [2.502551, -4.776029, -5.012184], [1.721501, -4.510989, -3.439908], [2.202737, -5.492082, -2.502910], [1.820635, -3.108025, -3.101285], [-0.005007, -4.848396, -3.750818], [-0.769426, -5.142223, -2.458768], [-0.397047, -4.290566, -1.325706], [-0.718791, -2.987537, -1.182129], [-0.146609, -2.478456, -0.099376], [0.581032, -3.487507, 0.480481], [0.437758, -4.601307, -0.267978], [0.961541, -5.903894, 0.049274], [0.418847, -6.875166, -0.438557], [1.875317, -5.923226, 0.841864], [-1.609064, -2.250048, -2.113809], [4.464129, -4.621990, -5.866104], [4.467581, -5.091050, -4.163064], [4.137918, -3.411861, -4.619291], [2.329301, -5.822157, -5.267151], [1.990630, -4.134325, -5.730805], [-0.063601, -5.726087, -4.395576], [-0.388573, -3.987797, -4.296275], [-0.593291, -6.164761, -2.147040], [-1.836464, -5.018232, -2.638331], [1.133003, -3.369450, 1.397929], [-1.325123, -2.415860, -3.150779], [-1.553791, -1.184512, -1.908966], [-2.647225, -2.566027, -1.979434], [0.401001, 3.752469, -0.739031], [1.374781, 2.966335, -1.449066], [2.339921, 3.672304, -2.347776], [2.278807, 1.758261, -3.385238], [2.039204, 0.306791, -3.041811], [1.300720, -0.179816, -2.050705], [0.758860, 0.649287, -0.969589], [0.671156, 4.723208, -0.661584], [-0.521643, 3.719903, -1.162280], [2.419168, 4.750796, -2.337496], [2.406604, 1.805874, -4.465168], [2.443639, -0.430168, -3.726549], [1.130580, -1.241047, -1.962674], [-2.897894, 4.132860, -1.698649], [-3.558012, 2.851725, -1.783820], [-4.370793, 2.571422, -2.923002], [-2.409464, 1.687359, -1.554578], [-2.578404, 1.106924, -0.398099], [-1.767406, 0.216456, 0.027887], [-3.752043, 1.543386, 0.397713], [-4.166425, 1.110491, 1.643251], [-5.283836, 1.722842, 2.198725], [-5.957615, 2.734826, 1.520219], [-5.535780, 3.167983, 0.266136], [-4.426662, 2.549186, -0.267458], [-3.634858, 0.322145, 2.162226], [-5.639426, 1.407449, 3.170580], [-6.827630, 3.190426, 1.974394], [-6.058064, 3.952353, -0.265053]],
  "forces_ev_per_a": [[0.320, 0.300, -0.007], [-0.031, -0.044, 0.061], [-0.052, -0.015, -0.047], [0.012, 0.079, 0.001], [-0.009, -0.028, 0.018], [0.004, -0.018, 0.028], [0.008, -0.007, -0.007], [0.001, 0.003, -0.005], [0.004, 0.005, -0.009], [0.002, 0.004, -0.003], [0.001, 0.006, -0.012], [0.014, 0.012, -0.012], [-0.041, -0.017, -0.011], [0.065, -0.045, 0.078], [-0.015, 0.004, 0.048], [-0.027, -0.007, 0.016], [0.034, 0.015, -0.040], [0.028, -0.008, 0.012], [0.047, 0.082, 0.004], [-0.006, -0.187, -0.141], [-0.064, 0.043, 0.075], [-0.039, 0.004, -0.044], [-0.024, 0.015, -0.039], [0.008, 0.001, 0.067], [0.026, 0.005, -0.053], [0.049, -0.036, 0.024], [-0.014, -0.002, -0.027], [-0.059, -0.061, 0.033], [-0.073, 0.017, -0.011], [0.003, 0.018, -0.011], [0.025, 0.031, -0.032], [0.020, 0.000, 0.045], [0.000, -0.008, 0.018], [0.013, 0.007, -0.001], [-0.004, -0.003, 0.015], [0.004, -0.004, -0.004], [0.009, -0.004, -0.003], [-0.003, -0.028, -0.006], [-0.026, -0.010, 0.029], [0.019, 0.005, -0.007], [0.002, -0.001, -0.005], [-0.003, 0.003, -0.002], [0.003, -0.003, 0.003], [-0.032, -0.015, 0.018], [-0.041, 0.046, 0.079], [-0.018, 0.010, -0.005], [0.009, 0.003, -0.008], [-0.002, 0.004, -0.002], [-0.002, -0.016, -0.001], [-0.016, 0.007, -0.016], [-0.003, -0.003, -0.008], [0.027, -0.003, 0.019], [-0.003, 0.022, -0.024], [0.025, -0.021, 0.002], [0.023, -0.001, -0.011], [0.000, 0.008, -0.057], [-0.045, -0.033, 0.033], [-0.036, -0.023, 0.001], [-0.043, 0.042, -0.047], [0.093, -0.045, 0.032], [0.061, 0.040, -0.006], [-0.007, -0.007, -0.006], [-0.082, 0.035, 0.138], [0.036, -0.065, -0.033], [0.034, -0.014, -0.044], [-0.044, -0.037, -0.016], [-0.001, 0.001, 0.001], [0.000, -0.001, 0.000], [0.000, 0.000, -0.002], [0.003, 0.008, -0.003], [-0.004, 0.002, 0.001], [-0.003, 0.002, 0.006], [-0.016, 0.002, -0.001], [-0.010, 0.025, -0.011], [-0.009, 0.009, 0.011], [0.008, -0.003, -0.011], [0.027, 0.007, -0.030], [-0.023, -0.006, 0.023], [0.069, -0.004, -0.030], [-0.100, -0.004, -0.142], [0.024, 0.009, 0.016], [0.029, -0.038, -0.053], [-0.024, 0.002, 0.040], [0.007, 0.019, 0.012], [0.004, 0.040, -0.019], [0.057, 0.020, -0.032], [0.051, -0.014, 0.075], [-0.036, -0.021, -0.056], [-0.008, -0.001, 0.002], [-0.014, 0.012, -0.001], [0.007, -0.003, -0.005], [-0.028, -0.045, 0.024], [0.032, -0.047, -0.011], [0.111, 0.257, 0.092], [0.027, -0.075, 0.000], [0.106, -0.106, 0.166], [0.028, 0.021, -0.375], [-0.483, -0.145, 0.151], [0.011, 0.052, 0.059], [0.012, 0.000, 0.024], [0.010, -0.012, 0.000], [-0.002, 0.005, -0.004], [-0.022, -0.003, -0.013], [-0.014, -0.026, 0.013], [-0.002, 0.008, 0.002], [-0.003, 0.000, -0.002], [0.006, 0.002, 0.000], [0.005, -0.005, 0.005]],
  "lowdin_charge": [0.92, 0.73, -0.67, -0.25, -0.67, 0.72, -0.71, 0.70, -0.70, 0.71, -0.70, 0.70, -0.61, 1.12, -0.30, -0.20, -0.22, -0.29, 1.09, -0.58, -0.38, -0.08, -0.06, -0.05, -0.05, -0.07, -0.31, -0.19, -0.07, -0.16, 0.00, -0.08, 0.09, 0.11, 0.10, 0.12, 0.12, 0.03, 0.09, 0.11, 0.11, 0.11, 0.11, 0.10, 0.09, 0.10, 0.16, 0.14, 0.12, 0.10, -0.10, -0.30, 0.66, -0.27, -0.31, -0.20, -0.10, 0.06, -0.33, 0.04, -0.01, -0.13, -0.34, 0.10, 0.12, 0.02, 0.08, 0.08, 0.08, 0.11, 0.11, 0.12, 0.10, 0.11, 0.14, 0.13, 0.09, 0.07, 0.08, 0.15, -0.37, -0.07, -0.14, 0.01, -0.09, 0.03, 0.10, 0.06, 0.15, 0.14, 0.11, 0.07, -0.31, 0.65, -0.27, 0.01, -0.48, -0.17, -0.15, 0.01, -0.04, -0.05, -0.02, -0.21, 0.11, 0.11, 0.11, 0.13]
}